Entry 1:
Computed, not measured: C2H2FFeO2 as an isolated structure, with the ωB97M-V functional and the def2-TZVPD basis.

Positions of all 8 atoms, in Å:
H: -1.55 -0.21 0.24
O: 0.35 1.51 0.09
C: -0.52 0.64 -0.15
C: -0.18 -0.80 0.22
O: 1.03 -1.14 0.01
F: -1.05 0.70 -1.46
H: -0.61 -1.17 1.18
Fe: 2.53 0.48 -0.12

## Properties
- HOMO-LUMO gap (spin up / spin down): 4.710 / 4.994 eV
- E_HOMO (spin up / spin down): -1.88 / -2.07 eV
- Energy above the lowest of the compared OMol25 structures with the same formula, charge and spin: 341.3 kJ/mol
- Net charge: -1
- Spin multiplicity: 5
- LUMO (spin up / spin down): 2.826 / 2.925 eV
- Strongest force on any atom: 8.38 eV/Å

Löwdin analysis output, partial charges in e: 0.118 -0.192 -0.667 -0.256 -0.241 -0.079 0.103 0.214

=====

Entry 2:
Computed, not measured: an isolated ion of composition C7H13N2 and charge +1, with the ωB97M-V functional and the def2-TZVPD basis.

Positions of all 22 atoms, in Å:
C: -1.90 2.25 -0.72
C: -2.49 0.94 1.13
C: -1.56 1.42 0.35
C: -0.25 -0.17 -1.54
C: 1.86 -0.22 -0.40
C: -0.06 -1.26 0.56
C: -0.06 1.15 0.53
N: -2.03 2.80 -1.74
N: 0.38 -0.14 -0.22
H: -2.30 0.03 1.80
H: -3.53 1.06 0.89
H: -1.42 0.00 -1.39
H: 0.16 0.54 -2.15
H: -0.12 -1.24 -1.81
H: 2.33 -0.55 0.54
H: 1.98 -0.95 -1.22
H: 2.14 0.78 -0.88
H: 0.21 -1.25 1.68
H: -1.17 -1.49 0.43
H: 0.48 -2.19 0.30
H: 0.50 1.88 -0.02
H: 0.28 1.19 1.53

## Properties
- HOMO-LUMO gap: 10.782 eV
- E_HOMO: -14.56 eV
- Energy above the lowest of the compared OMol25 structures with the same formula, charge and spin: 326.4 kJ/mol
- Net charge: +1
- LUMO: -3.776 eV
- Structure (SMILES): C=C(C#N)C[N+](C)(C)C
- Strongest force on any atom: 5.22 eV/Å

Löwdin analysis output, partial charges in e: -0.208 0.125 -0.329 0.007 0.032 -0.064 -0.018 0.220 -0.411 0.122 0.097 0.153 0.088 0.137 0.127 0.116 0.143 0.151 0.133 0.119 0.124 0.134

=====

Entry 3:
Computed, not measured: C45H56F2LiN11O3 as an isolated structure, with the ωB97M-V functional and the def2-TZVPD basis.

Positions of all 118 atoms, in Å:
Li: -0.03 -1.88 0.07
C: -0.74 -2.42 4.99
N: 0.04 -1.50 4.19
C: -0.73 -0.38 3.66
C: 1.04 -2.00 3.38
N: 1.08 -1.60 2.16
C: 2.16 -1.82 1.27
C: 3.72 -1.91 1.58
C: 4.47 -3.03 1.00
C: 4.42 -3.27 -0.36
C: 3.55 -2.73 -1.30
C: 2.37 -2.00 -0.83
N: 1.27 -1.76 -1.71
C: 1.34 -1.32 -2.90
N: 2.43 -0.80 -3.57
C: 2.54 -0.83 -5.01
C: 3.51 -0.09 -2.91
N: 0.17 -1.35 -3.68
C: -0.91 -2.19 -3.16
C: -0.32 -0.06 -4.12
N: 1.90 -2.91 3.95
C: 2.23 -4.15 3.26
C: 2.18 -2.91 5.37
H: -1.78 -2.41 4.66
H: -0.71 -2.16 6.06
H: -0.37 -3.44 4.87
H: -1.30 0.06 4.48
H: -1.42 -0.70 2.87
H: -0.05 0.36 3.25
H: 3.98 -1.68 2.61
H: 5.24 -3.49 1.60
H: 5.16 -3.97 -0.75
H: 3.61 -3.00 -2.35
H: 1.77 -1.48 -5.43
H: 3.52 -1.21 -5.29
H: 2.44 0.17 -5.45
H: 3.52 -0.27 -1.84
H: 3.42 0.99 -3.10
H: 4.47 -0.43 -3.30
H: -0.52 -3.17 -2.89
H: -1.65 -2.30 -3.95
H: -1.40 -1.75 -2.28
H: 0.50 0.59 -4.41
H: -0.89 0.44 -3.32
H: -0.98 -0.19 -4.98
H: 2.00 -4.08 2.20
H: 1.68 -4.99 3.70
H: 3.30 -4.36 3.35
H: 1.92 -1.94 5.80
H: 3.25 -3.08 5.52
H: 1.64 -3.69 5.92
C: 3.82 4.29 -1.64
C: 3.42 3.98 -0.21
N: 2.38 2.95 -0.13
C: 2.77 1.65 0.03
C: 1.94 0.57 0.04
C: 2.57 -0.77 0.25
O: 3.89 -0.65 0.74
O: 1.74 -2.76 0.30
C: 0.53 0.80 -0.09
O: -0.36 -0.05 -0.04
C: 0.12 2.20 -0.28
C: -1.25 2.46 -0.41
C: -1.67 3.74 -0.60
F: -2.99 4.03 -0.68
C: -0.76 4.80 -0.68
C: 0.59 4.56 -0.53
C: 1.05 3.25 -0.31
N: -1.21 6.15 -0.88
C: -2.14 6.37 -1.97
C: -2.19 7.85 -2.29
N: -2.65 8.57 -1.05
C: -1.73 8.29 0.12
C: -1.67 6.80 0.34
H: 4.59 5.06 -1.67
H: 2.97 4.63 -2.23
H: 4.22 3.39 -2.13
H: 3.07 4.87 0.31
H: 4.27 3.61 0.35
H: 3.83 1.49 0.18
H: -1.95 1.63 -0.36
H: 1.27 5.39 -0.63
H: -3.16 6.02 -1.75
H: -1.80 5.82 -2.85
H: -2.89 8.08 -3.08
H: -1.20 8.24 -2.53
H: -3.59 8.24 -0.81
H: -2.71 9.57 -1.22
H: -2.14 8.82 0.99
H: -0.76 8.70 -0.15
H: -2.65 6.42 0.66
H: -0.97 6.59 1.15
F: -8.59 -0.73 0.97
C: -7.25 -0.99 0.77
C: -6.33 0.04 0.84
C: -4.99 -0.22 0.64
C: -4.49 -1.53 0.34
C: -3.13 -1.78 0.14
C: -5.50 -2.55 0.28
C: -6.84 -2.28 0.49
H: -6.66 1.05 1.07
H: -4.28 0.60 0.71
H: -2.76 -2.77 -0.10
H: -2.45 -0.94 0.14
H: -5.20 -3.56 0.05
H: -7.57 -3.08 0.43
N: -0.80 -9.44 1.08
C: -0.77 -8.31 0.89
C: -0.74 -6.90 0.64
C: 0.17 -6.36 -0.26
C: 0.17 -4.99 -0.44
N: -0.67 -4.17 0.18
C: -1.55 -4.69 1.03
C: -1.62 -6.05 1.30
H: 0.88 -6.99 -0.79
H: 0.90 -4.52 -1.10
H: -2.23 -3.99 1.50
H: -2.35 -6.43 2.00

## Properties
- HOMO-LUMO gap: 1.437 eV
- E_HOMO: -3.39 eV
- LUMO: -1.956 eV
- Strongest force on any atom: 0.93 eV/Å

Results of the Löwdin charge analysis, in e, for atoms 1 through 99: 0.574 -0.057 -0.153 -0.062 -0.360 0.193 -0.388 -0.152 -0.124 -0.147 -0.088 -0.363 0.163 -0.348 -0.136 -0.072 -0.042 -0.168 -0.058 -0.063 -0.148 -0.030 -0.075 0.092 0.086 0.082 0.085 0.086 0.079 0.136 0.067 0.094 0.082 0.090 0.087 0.079 0.063 0.084 0.096 0.079 0.089 0.070 0.070 0.089 0.088 0.082 0.091 0.087 0.090 0.088 0.081 -0.061 -0.193 -0.038 0.039 -0.014 -0.269 -0.033 -0.110 -0.295 -0.034 -0.029 0.107 -0.195 0.063 -0.179 0.066 -0.126 -0.102 -0.154 -0.085 0.056 -0.087 -0.145 0.078 0.070 0.073 0.112 0.125 0.145 0.140 0.112 0.130 0.152 0.138 0.139 0.183 0.181 0.137 0.139 0.142 0.146 -0.027 -0.330 -0.078 -0.097 -0.378 -0.094 -0.088

=====

Entry 4:
Computed, not measured: a 2-piece molecular cluster, C5H8N2 overall, with the ωB97M-V functional and the def2-TZVPD basis.

Positions of all 15 atoms, in Å:
C: -2.06 0.09 0.32
C: -0.79 -0.27 -0.40
C: 0.31 0.69 -0.59
C: 0.57 2.06 -0.70
N: 0.76 3.20 -0.85
N: 0.48 -0.25 0.34
C: 1.21 -0.94 1.15
H: -1.90 0.93 1.00
H: -2.79 0.40 -0.43
H: -2.49 -0.75 0.88
H: -0.86 -1.10 -1.11
H: 2.11 -0.51 -1.46
H: 2.45 -1.08 -1.11
H: 0.83 -1.89 1.51
H: 2.18 -0.57 1.45

## Properties
- HOMO-LUMO gap (spin up / spin down): 8.392 / 8.392 eV
- E_HOMO (spin up / spin down): -8.01 / -8.01 eV
- Energy above the lowest of the compared OMol25 structures with the same formula, charge and spin: 465.3 kJ/mol
- LUMO (spin up / spin down): 0.386 / 0.386 eV
- Strongest force on any atom: 1.08 eV/Å

Löwdin analysis output, partial charges in e: -0.042 -0.216 -0.235 -0.200 0.121 -0.119 0.043 0.088 0.085 0.076 0.137 0.049 0.054 0.080 0.078

=====

Entry 5:
Computed, not measured: C28H20Cl3O7ReS2Si as an isolated structure, with the ωB97M-V functional and the def2-TZVPD basis.

Positions of all 62 atoms, in Å:
Re: 0.07 0.92 2.39
Cl: 6.17 2.78 -0.94
C: 4.89 1.96 -0.09
C: 3.72 2.63 0.18
C: 2.72 1.95 0.85
Cl: 1.19 2.71 1.16
C: 2.83 0.63 1.31
O: 1.90 0.03 1.99
C: 4.06 0.00 0.99
Cl: 4.28 -1.63 1.51
C: 5.06 0.64 0.29
H: 3.59 3.66 -0.12
H: 5.97 0.11 0.05
O: 0.19 3.61 5.48
C: -0.07 2.87 4.57
O: 0.68 1.93 4.06
C: -1.46 2.98 3.80
O: -2.28 3.80 4.12
O: -1.54 2.12 2.82
O: -0.58 0.12 0.66
Si: -0.89 -0.07 -0.89
C: 0.66 0.08 -1.97
C: 1.34 -1.04 -2.44
C: 2.53 -0.91 -3.15
C: 3.05 0.35 -3.41
C: 2.37 1.48 -2.96
C: 1.19 1.34 -2.25
C: -1.68 -1.76 -1.19
C: -2.14 -2.10 -2.47
C: -2.77 -3.31 -2.70
C: -2.93 -4.22 -1.66
C: -2.47 -3.90 -0.39
C: -1.86 -2.68 -0.16
C: -2.12 1.26 -1.44
C: -2.98 1.80 -0.48
C: -3.91 2.76 -0.81
C: -4.01 3.21 -2.12
C: -3.16 2.70 -3.09
C: -2.22 1.73 -2.75
H: 0.94 -2.03 -2.25
H: 3.04 -1.79 -3.51
H: 3.97 0.46 -3.96
H: 2.77 2.47 -3.17
H: 0.65 2.22 -1.92
H: -2.02 -1.40 -3.29
H: -3.13 -3.56 -3.69
H: -3.41 -5.17 -1.84
H: -2.59 -4.61 0.42
H: -1.50 -2.42 0.83
H: -2.89 1.46 0.55
H: -4.57 3.17 -0.04
H: -4.74 3.97 -2.38
H: -3.22 3.07 -4.11
H: -1.55 1.36 -3.52
C: -0.09 -4.41 4.71
O: -0.52 -3.06 4.65
C: -0.22 -2.34 3.55
S: 0.54 -2.96 2.25
S: -0.91 -0.75 3.77
H: -0.40 -4.78 5.69
H: 1.00 -4.47 4.61
H: -0.55 -5.00 3.92

## Properties
- HOMO-LUMO gap (spin up / spin down): 8.013 / 7.460 eV
- E_HOMO (spin up / spin down): -5.71 / -5.97 eV
- Energy above the lowest of the compared OMol25 structures with the same formula, charge and spin: 4.9 kJ/mol
- Net charge: -1
- Spin multiplicity: 4
- LUMO (spin up / spin down): 2.302 / 1.485 eV
- Strongest force on any atom: 1.54 eV/Å

Löwdin analysis output, partial charges in e: 1.348 0.649 -0.689 -0.135 -0.509 0.853 -0.446 -0.275 -0.579 0.718 -0.131 0.112 0.105 0.099 -0.554 -0.232 -0.539 0.107 -0.227 -0.468 0.482 -0.209 -0.081 -0.089 -0.096 -0.095 -0.115 -0.214 -0.100 -0.102 -0.105 -0.085 -0.105 -0.213 -0.081 -0.083 -0.103 -0.102 -0.107 0.103 0.098 0.098 0.101 0.096 0.100 0.094 0.093 0.099 0.028 0.092 0.103 0.094 0.094 0.098 -0.125 -0.250 -1.227 0.703 0.667 0.088 0.075 0.073

=====

Entry 6:
Computed, not measured: an isolated ion of composition C4H4N3 and charge +1, with the ωB97M-V functional and the def2-TZVPD basis.

Positions of all 11 atoms, in Å:
C: -2.75 0.44 0.18
C: -0.45 0.34 -0.29
C: 1.14 -1.46 0.13
C: -1.50 1.25 -0.08
N: -1.92 -1.73 -0.15
N: -2.51 -0.79 0.17
N: 0.34 -0.53 -0.12
H: 2.14 -1.49 -0.39
H: 0.87 -2.26 0.71
H: -1.80 1.70 -1.15
H: -1.36 2.14 0.58

## Properties
- HOMO-LUMO gap (spin up / spin down): 7.923 / 7.310 eV
- E_HOMO (spin up / spin down): -14.10 / -14.32 eV
- Energy above the lowest of the compared OMol25 structures with the same formula, charge and spin: 574.5 kJ/mol
- Net charge: +1
- LUMO (spin up / spin down): -6.174 / -7.005 eV
- Strongest force on any atom: 5.24 eV/Å

Löwdin analysis output, partial charges in e: 0.010 0.062 0.142 -0.128 0.274 -0.072 0.111 0.152 0.084 0.204 0.159